3 unconnected molecules or ions with the total composition C22H47NO11 in a non-equilibrium geometry, computed with wB97M-V/def2-TZVPD.

Summary:
relative energy (zero: lowest compared OMol25 entry of this formula, charge and spin)	62.6	kcal per mole
structure (SMILES)	CCOCCOCCOCOC(=O)NCCCC(=O)OCC.COCCOC.COCCOC
LUMO	0.46	eV
HOMO	-9.1874	eV
calculated total energy	-47580.9925	eV

Structure (XYZ):
```
81
Properties=species:S:1:pos:R:3:lowdin_charge:R:1
C -3.009 0.948 -4.884 -0.08
C -3.725 -0.356 -5.536 -0.26
O -3.294 -1.484 -4.709 -0.20
C -2.104 -2.078 -5.324 -0.18
C -1.319 -3.058 -4.345 -0.17
O -0.288 -2.373 -3.552 -0.17
C 0.770 -3.351 -3.412 -0.19
C 1.812 -3.043 -2.231 -0.18
O 1.592 -1.788 -1.545 -0.11
C 2.391 -1.884 -0.324 -0.19
O 2.924 -0.616 0.103 0.01
C 4.205 -0.363 -0.436 -0.41
O 4.760 -1.062 -1.323 0.08
N 4.947 0.813 0.038 0.02
C 4.558 2.062 -0.671 -0.20
C 2.998 2.444 -0.552 -0.17
C 2.624 3.876 -1.178 -0.08
C 2.340 4.862 0.054 -0.37
O 3.255 5.649 0.402 0.05
O 1.054 4.824 0.674 -0.07
C 1.166 4.796 2.121 -0.22
C -0.292 5.165 2.745 -0.07
H -3.361 1.929 -5.339 0.07
H -3.227 0.887 -3.760 0.08
H -1.880 0.768 -5.011 0.07
H -3.465 -0.496 -6.639 0.12
H -4.850 -0.178 -5.477 0.12
H -1.461 -1.277 -5.816 0.13
H -2.513 -2.731 -6.188 0.13
H -0.733 -3.790 -5.023 0.12
H -2.003 -3.710 -3.705 0.14
H 0.284 -4.370 -3.179 0.13
H 1.373 -3.378 -4.389 0.13
H 2.869 -3.019 -2.693 0.14
H 1.778 -3.941 -1.505 0.13
H 1.636 -2.204 0.489 0.15
H 3.159 -2.730 -0.371 0.15
H 4.928 0.907 1.060 0.13
H 4.893 2.093 -1.769 0.14
H 5.132 2.926 -0.160 0.14
H 2.711 2.321 0.548 0.12
H 2.428 1.612 -1.115 0.12
H 1.676 3.745 -1.797 0.12
H 3.453 4.237 -1.867 0.13
H 1.881 5.595 2.527 0.12
H 1.471 3.778 2.539 0.12
H -1.030 5.418 1.909 0.07
H -0.202 6.106 3.393 0.08
H -0.682 4.330 3.411 0.08
C 0.071 -3.373 2.931 -0.11
O 1.435 -3.760 3.008 -0.21
C 2.187 -2.922 3.887 -0.20
C 2.414 -3.595 5.236 -0.20
O 1.189 -3.757 5.947 -0.19
C 0.685 -5.082 5.864 -0.11
H -0.487 -4.179 2.449 0.09
H -0.361 -3.198 3.921 0.09
H -0.025 -2.468 2.323 0.08
H 1.698 -1.949 4.011 0.13
H 3.159 -2.752 3.411 0.12
H 3.055 -2.951 5.848 0.12
H 2.922 -4.557 5.112 0.13
H 1.264 -5.742 6.517 0.09
H 0.709 -5.465 4.840 0.08
H -0.353 -5.075 6.205 0.09
C -3.255 0.127 0.555 -0.11
O -4.367 0.841 0.034 -0.19
C -5.126 1.485 1.054 -0.20
C -4.811 2.975 1.125 -0.20
O -3.471 3.202 1.557 -0.19
C -2.600 3.515 0.481 -0.11
H -2.595 -0.131 -0.277 0.09
H -2.687 0.725 1.274 0.08
H -3.596 -0.797 1.032 0.09
H -4.963 1.004 2.025 0.12
H -6.182 1.362 0.792 0.12
H -5.469 3.440 1.868 0.12
H -4.996 3.460 0.160 0.13
H -2.771 4.544 0.150 0.09
H -2.732 2.832 -0.364 0.09
H -1.571 3.428 0.836 0.07
```

---

A molecular structure, C7H7O6SZr in a non-equilibrium geometry, computed with wB97M-V/def2-TZVPD.

Summary:
relative energy (zero: lowest compared OMol25 entry of this formula, charge and spin)	0.0	kcal per mole
LUMO	-15.01	eV
HOMO	-21.4749	eV
calculated total energy	-31737.2715	eV
charge	+3

Structure (XYZ):
```
22
Properties=species:S:1:pos:R:3:lowdin_charge:R:1
O 0.144 -0.186 -4.958 0.25
C -0.025 -0.273 -3.801 -0.09
Zr 0.132 -0.446 -1.259 1.40
O 2.847 -0.197 -3.705 0.25
C 1.937 -0.271 -2.983 -0.06
C -2.184 -0.250 -0.626 -0.08
O -3.241 -0.151 -0.176 0.25
C -0.553 -2.674 -1.493 0.02
O -1.160 -3.628 -1.686 0.27
C -0.593 1.688 -1.646 0.00
O -1.190 2.650 -1.851 0.28
H -1.336 -0.624 -2.422 0.02
C 1.318 -0.585 3.061 -0.19
S -0.280 -0.153 2.377 1.09
C -0.228 1.640 2.687 -0.17
O 0.141 -0.381 0.828 -0.76
H 1.271 -0.764 4.148 0.11
H 2.013 0.200 2.773 0.08
H 1.608 -1.502 2.554 0.07
H -0.197 1.840 3.769 0.11
H 0.672 1.939 2.157 0.07
H -1.095 2.129 2.251 0.07
```

---

10 unconnected molecules or ions with the total composition C25H74N4O10 in a non-equilibrium geometry, computed with wB97M-V/def2-TZVPD.

Summary:
relative energy (zero: lowest compared OMol25 entry of this formula, charge and spin)	0.0	kcal per mole
structure (SMILES)	COC[C@H](C)N.COC[C@H](C)N.COC[C@H](C)N.COC[C@H](C)N.CCO.CCO.CCO.CO.CO.CO
LUMO	0.63	eV
HOMO	-9.1164	eV
calculated total energy	-53555.6647	eV

Structure (XYZ):
```
113
Properties=species:S:1:pos:R:3:lowdin_charge:R:1
C -4.615 -1.827 0.856 -0.08
O -4.023 -3.136 1.023 -0.17
C -3.429 -3.256 2.314 -0.20
C -1.957 -2.787 2.219 -0.41
C -1.278 -3.732 1.252 -0.06
N -1.273 -2.785 3.544 0.05
H -5.021 -1.801 -0.104 0.07
H -3.891 -0.958 0.930 0.08
H -5.398 -1.562 1.547 0.08
H -3.937 -2.734 3.137 0.12
H -3.445 -4.336 2.553 0.13
H -1.928 -1.781 1.764 0.11
H -0.272 -3.512 0.884 0.05
H -1.850 -3.738 0.334 0.07
H -1.143 -4.815 1.586 0.11
H -2.062 -2.616 4.186 0.08
H -0.992 -3.755 3.704 0.09
C 4.968 -1.045 -3.393 -0.09
O 4.745 -0.968 -1.987 -0.23
C 3.564 -1.715 -1.531 -0.13
C 3.601 -1.747 0.021 -0.42
C 2.900 -2.989 0.505 -0.06
N 2.983 -0.585 0.604 0.08
H 5.978 -0.613 -3.615 0.10
H 4.231 -0.391 -3.891 0.09
H 4.924 -2.084 -3.621 0.07
H 2.628 -1.221 -1.779 0.10
H 3.548 -2.689 -2.020 0.12
H 4.673 -1.810 0.207 0.14
H 3.003 -3.175 1.585 0.09
H 3.404 -3.855 0.056 0.09
H 1.871 -2.952 0.237 0.03
H 2.936 -0.692 1.601 0.07
H 3.529 0.240 0.422 0.07
C -2.494 0.734 3.438 -0.13
O -2.920 0.960 2.147 -0.24
C -4.266 1.430 2.071 -0.19
C -4.580 1.637 0.589 -0.46
C -3.902 2.931 0.193 -0.03
N -5.990 1.591 0.376 0.06
H -2.224 1.746 3.813 0.10
H -1.638 0.007 3.644 0.09
H -3.313 0.280 4.040 0.09
H -4.944 0.736 2.459 0.09
H -4.382 2.382 2.638 0.14
H -4.208 0.791 0.003 0.12
H -2.845 2.710 0.323 0.07
H -4.286 3.726 0.855 0.09
H -4.213 3.147 -0.812 0.07
H -6.446 0.830 0.797 0.05
H -6.520 2.443 0.450 0.08
C -0.249 -0.023 -5.888 -0.13
O 0.164 0.213 -4.566 -0.20
C -1.005 0.241 -3.673 -0.16
C -1.211 -1.145 -3.133 -0.46
C -2.304 -1.219 -2.137 -0.05
N 0.054 -1.586 -2.557 0.07
H -0.715 0.847 -6.352 0.09
H -0.891 -0.883 -6.014 0.08
H 0.650 -0.227 -6.417 0.08
H -0.723 0.854 -2.844 0.11
H -1.915 0.615 -4.236 0.15
H -1.457 -1.817 -3.981 0.14
H -2.140 -0.521 -1.274 0.08
H -2.502 -2.214 -1.744 0.08
H -3.243 -0.928 -2.709 0.11
H 0.824 -1.440 -3.216 0.09
H 0.235 -1.050 -1.742 0.04
C 4.542 3.538 -2.386 -0.07
C 4.049 2.770 -1.189 -0.32
O 4.965 1.761 -0.766 -0.10
H 5.194 4.377 -2.201 0.07
H 3.693 3.890 -2.941 0.06
H 5.163 2.882 -2.964 0.07
H 3.101 2.308 -1.424 0.10
H 3.874 3.426 -0.320 0.11
H 4.785 0.955 -1.313 0.06
C 1.914 3.881 2.833 -0.07
C 1.392 2.526 3.310 -0.31
O 2.176 1.481 2.778 -0.09
H 1.546 4.638 3.504 0.06
H 1.518 4.055 1.852 0.03
H 2.986 4.098 2.823 0.08
H 0.321 2.328 3.093 0.10
H 1.522 2.606 4.399 0.10
H 1.733 0.669 3.020 0.02
C 0.298 4.559 -2.229 -0.09
C 0.596 4.457 -0.731 -0.30
O -0.143 3.398 -0.080 -0.11
H 0.715 3.632 -2.793 0.09
H 0.627 5.505 -2.689 0.07
H -0.789 4.411 -2.341 0.07
H 0.379 5.372 -0.207 0.10
H 1.677 4.273 -0.519 0.09
H 0.253 2.531 -0.237 0.03
C 0.873 -4.785 -2.569 -0.17
O 0.874 -4.086 -1.356 -0.18
H -0.064 -4.908 -2.956 0.03
H 1.516 -4.230 -3.349 0.10
H 1.279 -5.831 -2.413 0.10
H 0.582 -3.184 -1.568 0.02
C 1.089 -1.046 5.365 -0.17
O 0.872 -0.833 4.002 -0.19
H 1.985 -1.586 5.520 0.06
H 1.288 -0.042 5.766 0.09
H 0.334 -1.603 5.928 0.08
H 0.292 -1.628 3.738 0.06
C -0.377 0.572 0.897 -0.11
O 0.370 0.613 -0.342 -0.17
H -1.373 0.140 0.646 0.07
H 0.100 -0.151 1.615 0.09
H -0.408 1.523 1.309 0.03
H 1.307 0.368 -0.188 0.05
```

---

A molecular structure, C36H38ErIN8O4 in a non-equilibrium geometry, computed with wB97M-V/def2-TZVPD.

Summary:
<S²>	3.752
LUMO (alpha / beta)	0.04 / 0.04	eV
spin multiplicity	4
HOMO (alpha / beta)	-7.6734 / -7.6786	eV
calculated total energy	-93784.1260	eV

Structure (XYZ):
```
88
Properties=species:S:1:pos:R:3:lowdin_charge:R:1
Er 0.235 0.150 -0.699 1.41
O 1.936 -0.881 0.429 -0.23
C 3.162 -0.543 0.710 -0.34
C 3.785 -1.186 1.851 -0.03
C 5.083 -0.927 2.235 -0.06
C 5.858 -0.104 1.373 -0.10
C 5.292 0.468 0.255 -0.06
C 4.012 0.149 -0.205 -0.14
C 3.577 0.535 -1.521 -0.07
N 2.382 0.397 -1.963 -0.05
C 2.211 0.633 -3.373 -0.22
C 1.333 -0.530 -3.847 -0.19
N 0.056 -0.549 -3.101 -0.03
C -1.035 -0.672 -3.811 -0.08
C -2.342 -0.483 -3.354 -0.18
C -3.396 -0.945 -4.164 -0.04
C -4.716 -0.931 -3.730 -0.09
C -5.036 -0.326 -2.479 -0.06
C -4.013 0.062 -1.667 -0.03
C -2.654 0.001 -2.103 -0.37
O -1.827 0.542 -1.258 -0.22
H 3.192 -1.950 2.329 0.10
H 5.446 -1.511 3.011 0.08
H 6.846 0.207 1.673 0.09
H 5.995 1.002 -0.394 0.11
H 4.375 0.936 -2.155 0.14
H 3.145 0.588 -4.000 0.14
H 1.792 1.562 -3.625 0.08
H 1.981 -1.428 -3.597 0.14
H 1.161 -0.499 -4.917 0.11
H -0.936 -0.787 -4.872 0.12
H -3.232 -1.420 -5.115 0.11
H -5.479 -1.432 -4.304 0.09
H -6.103 -0.442 -2.220 0.11
H -4.139 0.479 -0.725 0.04
C 0.435 4.286 -3.134 -0.03
C 0.429 4.543 -1.673 -0.27
N 0.378 5.770 -1.224 0.11
C 0.355 6.059 0.080 -0.11
C 0.177 5.072 1.033 -0.18
C -0.102 5.562 2.399 -0.20
O -1.350 5.084 3.006 -0.05
C 0.122 3.743 0.587 -0.05
C 0.022 2.740 1.638 -0.04
N -0.064 1.485 1.404 0.01
C -0.194 0.698 2.597 -0.32
C 0.977 0.168 3.207 -0.01
C 0.866 -0.421 4.459 -0.07
C -0.387 -0.667 5.064 -0.08
C -1.535 -0.250 4.396 -0.17
C -1.416 0.456 3.220 -0.54
I -3.301 1.095 2.246 0.89
C 0.399 3.423 -0.764 -0.29
O 0.499 2.236 -1.180 -0.16
H 0.126 5.190 -3.598 0.06
H -0.429 3.584 -3.294 0.10
H 1.427 3.934 -3.539 0.10
H 0.417 7.076 0.367 0.09
H 0.088 6.663 2.402 0.12
H 0.762 5.393 3.111 0.14
H -2.098 5.138 2.461 0.06
H -0.111 3.141 2.601 0.12
H 1.918 0.229 2.704 0.08
H 1.744 -0.790 4.995 0.11
H -0.381 -1.437 5.889 0.13
H -2.579 -0.416 4.652 0.08
C -2.178 -2.281 0.318 -0.13
N -0.625 -2.166 0.323 -0.12
C -0.110 -3.107 -0.678 -0.19
N -0.630 -4.476 -0.464 -0.09
C -2.072 -4.452 -0.458 -0.20
N -2.661 -3.638 0.578 -0.08
C -2.127 -4.033 1.914 -0.17
N -0.708 -4.057 1.892 -0.08
C -0.155 -2.699 1.697 -0.11
C -0.171 -4.969 0.814 -0.13
H -2.703 -1.967 -0.579 0.11
H -2.452 -1.669 1.171 0.07
H 0.998 -3.056 -0.594 0.13
H -0.418 -2.815 -1.675 0.11
H -2.326 -5.471 -0.335 0.11
H -2.517 -4.119 -1.363 0.12
H -2.467 -5.052 2.028 0.12
H -2.563 -3.371 2.661 0.13
H 0.885 -2.625 1.723 0.08
H -0.504 -1.996 2.433 0.09
H -0.572 -5.954 0.941 0.11
H 0.944 -4.982 0.872 0.14
```

---

A gas-phase ion, C4H12N2 (charge +2) in a non-equilibrium geometry, computed with wB97M-V/def2-TZVPD.

Summary:
relative energy (zero: lowest compared OMol25 entry of this formula, charge and spin)	31.5	kcal per mole
structure (SMILES)	[NH3+]/C=C/CC[NH3+]
LUMO	-6.90	eV
HOMO	-18.4163	eV
calculated total energy	-7304.3667	eV
charge	+2

Structure (XYZ):
```
18
Properties=species:S:1:pos:R:3:lowdin_charge:R:1
N -3.005 0.294 1.265 0.21
C -1.881 -0.248 0.326 -0.03
C -0.623 0.122 0.550 -0.11
C 0.353 -0.419 -0.358 -0.18
C 1.776 0.057 -0.030 -0.12
N 2.662 0.139 -1.282 0.17
H -2.766 1.160 1.787 0.19
H -3.792 0.548 0.656 0.17
H -3.439 -0.566 1.697 0.20
H -2.258 -0.951 -0.450 0.16
H -0.514 0.911 1.321 0.15
H 0.130 -0.282 -1.522 0.18
H 0.378 -1.579 -0.108 0.19
H 1.910 0.969 0.596 0.15
H 2.429 -0.628 0.462 0.12
H 2.344 -0.661 -1.847 0.17
H 2.635 0.967 -1.978 0.22
H 3.660 0.168 -1.085 0.17
```